Below is an isolated molecule of C4H9NO, with properties calculated with ωB97M-V/def2-TZVPD.

XYZ file:
```
15
Properties=species:S:1:pos:R:3:nbo_charge:R:1
C 2.32 0.48 -0.14 -0.24
O 0.91 0.50 -0.01 -0.56
C 0.30 -0.77 0.13 -0.07
C -1.23 -0.64 0.00 -0.11
C -2.18 0.42 0.46 -0.27
N -1.69 0.39 -0.92 -0.58
H 2.65 -0.10 -1.02 0.17
H 2.81 0.07 0.75 0.17
H 2.64 1.52 -0.28 0.20
H 0.63 -1.25 1.07 0.17
H 0.65 -1.42 -0.69 0.17
H -1.76 -1.58 -0.03 0.20
H -1.89 1.17 1.19 0.20
H -3.25 0.18 0.47 0.20
H -0.91 1.05 -0.97 0.36
```

Properties
Frontier orbital gap in eV: 10.14
SMILES string: COC[C@H]1CN1
Relative energy (zero: lowest compared OMol25 entry of this formula, charge and spin) in kJ/mol: 272.7
LUMO in Eh: 0.037
HOMO in eV: -9.13